Record 1
{
  "formula": "C4H2CaFLiO4",
  "method": "wB97M-V/def2-TZVPD",
  "symbols": ["O", "C", "O", "O", "C", "C", "O", "C", "Li", "H", "H", "F", "Ca"],
  "positions_angstrom": [[1.34784, 0.71016, -4.75062], [1.87283, 0.88419, -5.76956], [2.40294, 1.02681, -6.79009], [-1.05751, 0.27472, 3.10570], [-1.35498, -0.97758, 2.99177], [-0.62145, 0.84763, 1.83179], [-1.25943, -1.32390, 1.71298], [-0.42676, -0.37940, 0.97272], [0.20186, -2.72140, 3.32820], [0.29949, 1.41442, 1.99973], [-1.42974, 1.48973, 1.46601], [0.89054, -0.86821, 1.17251], [-0.86564, -0.37716, -1.27112]],
  "lumo_ev": -9.019,
  "total_energy_ev": -33714.0275,
  "e_above_lowest_kj_mol": 155.4,
  "spin_multiplicity": 1,
  "charge": 2,
  "max_force_ev_per_a": 1.965,
  "orbital_gap_ev": 8.23,
  "e_homo_ha": -0.6340
}



Record 2
{
  "formula": "C4H2Cl3N",
  "method": "wB97M-V/def2-TZVPD",
  "symbols": ["C", "C", "C", "C", "N", "Cl", "Cl", "Cl", "H", "H"],
  "positions_angstrom": [[-0.26451, -0.87254, -0.01431], [-1.11620, -1.88078, -0.05011], [-2.92162, -0.12002, -0.07616], [-1.98519, 0.77384, 0.03957], [-0.68532, 0.43662, -0.08037], [-1.25689, -3.55777, 0.03093], [-4.55334, -0.29203, -0.01200], [-2.32872, 2.46650, 0.04471], [0.71934, -1.12842, 0.16849], [-0.08220, 1.07385, -0.52070]],
  "lumo_ev": -0.682,
  "total_energy_ev": -43232.6775,
  "e_above_lowest_kj_mol": 419.1,
  "spin_multiplicity": 1,
  "max_force_ev_per_a": 3.903,
  "orbital_gap_ev": 7.69,
  "e_homo_ha": -0.3076
}



Record 3
{
  "formula": "C4H2ClNOS",
  "method": "wB97M-V/def2-TZVPD",
  "symbols": ["N", "C", "C", "C", "Cl", "C", "O", "S", "H", "H"],
  "positions_angstrom": [[-0.22807, 2.88371, 0.00838], [-0.30209, 1.71040, -0.25591], [-0.47100, 0.28102, -0.29922], [-1.54159, -0.55318, 0.12094], [-3.13866, 0.01145, -0.04118], [0.82447, -0.53819, -0.15017], [0.84842, -1.77631, -0.20532], [2.27808, 0.39773, 0.03538], [-1.43975, -1.71505, 0.62657], [3.17021, -0.70158, 0.16055]],
  "lumo_ev": -1.257,
  "total_energy_ev": -31073.1120,
  "e_above_lowest_kj_mol": 219.5,
  "spin_multiplicity": 1,
  "smiles": "N#C/C(=C\\Cl)C(=O)S",
  "max_force_ev_per_a": 5.746,
  "orbital_gap_ev": 8.99,
  "e_homo_ha": -0.3766
}